*P*
Computed, not measured: C2H7ClSi2 in the gas phase, with ωB97M-V/def2-TZVPD.

## Properties
highest occupied orbital energy: -9.52 eV
LUMO: 0.526 eV
total charge: 0
molecular weight: 122.7 g mol⁻¹

Atoms and positions in Å:
Cl 2.9691 -0.1407 0.4808
Si 1.2848 0.2035 -0.5801
C -0.0802 -1.2125 -0.3258
Si -1.3542 -0.3120 0.7481
C 0.0727 1.3462 0.3974
H 1.8193 0.1487 -1.8814
H 0.3675 -2.2602 0.0333
H -0.4464 -1.4380 -1.3805
H -2.4943 0.1734 -0.2935
H -1.9681 -0.5356 2.0007
H -0.5262 1.9709 -0.2424
H 0.3560 2.0561 1.0433

Results of the natural (NBO) charge analysis, in e, for atoms 1 through 6: atom 1 (Cl): -0.3864, atom 2 (Si): 1.3341, atom 3 (C): -1.3572, atom 4 (Si): 1.0909, atom 5 (C): -1.1675, atom 6 (H): -0.1841



*Q*
Computed, not measured: C2H7ClSi2 in the gas phase, with ωB97M-V/def2-TZVPD.

## Properties
highest occupied orbital energy: -8.31 eV
LUMO: 0.458 eV
total charge: 0
molecular weight: 122.7 g mol⁻¹

Atoms and positions in Å:
C -1.3331 -1.6589 0.3187
Si -0.9475 -0.1445 1.1899
C 0.5173 0.9805 0.5267
Si 1.2863 0.4093 -1.0859
Cl -0.2721 1.2064 -2.1406
H -0.5260 -1.7932 -0.3789
H -2.1019 -2.3476 0.5069
H -1.7860 0.5429 2.2328
H 1.3175 1.0286 1.2530
H 0.1645 1.9277 0.4585
H 2.4505 0.8716 -1.7893
H 1.2306 -1.0229 -1.0918

Results of the natural (NBO) charge analysis, in e, for atoms 1 through 6: atom 1 (C): -1.0571, atom 2 (Si): 1.1694, atom 3 (C): -1.2987, atom 4 (Si): 1.1552, atom 5 (Cl): -0.4083, atom 6 (H): 0.2170



Short version: *Q* is the least stable of them.



*P*
Computed, not measured: C5H11Cl in the gas phase, with ωB97M-V/def2-TZVPD.

## Properties
highest occupied orbital energy: -10.35 eV
LUMO: 0.985 eV
total charge: 0
molecular weight: 106.6 g mol⁻¹

Atoms and positions in Å:
C -1.3549 -1.1818 -0.6845
C -0.5881 0.0108 -0.1201
C -0.8046 0.2656 1.3726
C 0.9114 -0.1091 -0.4742
C 1.7088 1.1636 -0.3401
Cl 1.7339 -1.4348 0.4171
H -1.3572 -1.3043 -1.7768
H -2.3989 -1.0318 -0.5021
H -1.0810 -2.0641 -0.1446
H -0.6642 0.8550 -0.7329
H 0.0015 0.8767 1.8221
H -1.7448 0.8117 1.6586
H -0.8352 -0.8260 1.8914
H 0.8730 -0.3419 -1.4968
H 1.1491 1.7639 -1.0157
H 1.7177 1.5574 0.6794
H 2.7336 0.9891 -0.5534

Results of the natural (NBO) charge analysis, in e, for atoms 1 through 6: atom 1 (C): -0.6153, atom 2 (C): -0.2401, atom 3 (C): -0.6223, atom 4 (C): -0.1379, atom 5 (C): -0.6214, atom 6 (Cl): -0.1027



*Q*
Computed, not measured: C5H11Cl in the gas phase, with ωB97M-V/def2-TZVPD.

## Properties
highest occupied orbital energy: -10.54 eV
LUMO: 1.042 eV
total charge: 0
molecular weight: 106.6 g mol⁻¹

Atoms and positions in Å:
C -1.7561 -0.3813 -0.8092
C -0.3861 0.1563 -0.4997
C -0.3545 1.4046 0.3029
C 0.4263 -0.9420 0.2027
C 1.8123 -0.4845 0.6491
Cl 2.9676 0.2388 -0.6959
H -2.3136 0.3980 -1.2708
H -1.8251 -1.2808 -1.4240
H -2.2552 -0.5135 0.1412
H 0.1754 0.3303 -1.4102
H -1.0971 2.1273 -0.0275
H 0.6001 1.9610 0.3579
H -0.6695 1.1903 1.3408
H 0.5248 -1.8454 -0.4392
H -0.0099 -1.2990 1.1460
H 1.7688 0.2625 1.4335
H 2.3920 -1.3226 1.0025

Results of the natural (NBO) charge analysis, in e, for atoms 1 through 6: atom 1 (C): -0.5974, atom 2 (C): -0.2388, atom 3 (C): -0.6168, atom 4 (C): -0.4153, atom 5 (C): -0.2877, atom 6 (Cl): -0.1596



Short version: *P* is the least stable of them.